Entry 1:
104
Properties=species:S:1:pos:R:3:forces:R:3:lowdin_spin:R:1 method="wB97M-V/def2-TZVPD" de_lowest_kj_mol=223.6 multiplicity=4 e_tot_ha=-5550.657139 total_charge=+1 lumo_energy_ev="-3.16 / -2.59"
H 2.494 0.681 -6.462 0.0 0.0 0.0 0.000
H -4.562 0.618 -1.758 0.0 0.0 0.0 0.000
H 0.596 -0.973 -5.398 0.0 0.0 0.0 0.000
N 3.840 -3.005 3.068 0.7 -0.1 0.1 0.000
H 1.520 -1.161 3.561 0.0 0.0 0.0 0.000
H 6.746 0.294 -0.196 0.0 0.0 0.0 0.000
H -5.290 -2.935 -1.946 0.1 0.0 0.0 0.000
C 3.254 -2.040 -1.291 0.0 0.1 -0.2 0.001
C 1.593 0.801 1.806 0.0 0.1 0.2 0.009
H -2.637 0.151 -3.251 0.0 0.0 0.0 0.000
N -0.109 -2.692 2.104 -0.2 -0.2 -0.3 0.024
H -3.695 -4.796 -1.796 0.0 0.0 0.0 0.000
N 0.364 0.266 2.505 0.0 0.1 -0.3 -0.026
H 2.259 2.415 -3.361 0.0 -0.1 0.0 0.000
C 4.266 -1.176 -1.079 0.0 -0.1 0.0 0.001
C -1.559 3.804 -2.733 0.0 0.0 0.0 0.000
H 1.057 3.365 1.998 0.0 0.0 0.0 0.000
C 0.797 -0.394 -4.503 0.0 0.0 -0.1 0.000
H 1.495 1.408 -1.250 0.0 0.0 0.0 0.000
N 0.201 2.416 3.663 0.1 0.0 0.0 -0.001
N 0.585 -0.222 -2.120 0.1 0.0 -0.2 0.005
C -0.506 1.442 2.866 0.1 0.1 0.0 0.005
C 0.655 1.767 4.901 0.0 0.0 -0.2 0.000
O 4.152 -2.102 3.820 -0.3 -0.1 -0.2 0.000
H 2.369 -5.371 0.450 0.1 0.1 0.0 0.000
H -0.212 1.416 5.462 0.0 0.0 0.0 0.000
H 3.579 -5.148 1.643 0.2 0.0 0.0 0.000
H 2.248 -0.043 1.588 -0.1 0.1 0.0 0.001
C 0.375 -0.863 -3.274 0.0 0.0 0.1 0.000
Cr -0.503 -1.014 1.096 0.3 -0.3 0.7 3.147
C -4.833 2.504 1.517 0.0 0.0 0.0 -0.006
C 1.725 1.472 -3.377 0.0 0.0 0.0 0.000
H -0.047 2.770 -0.056 -0.1 0.1 0.0 0.000
C 1.891 1.397 -5.901 0.0 0.0 0.0 0.000
C -4.088 0.664 2.876 -0.1 -0.1 0.1 -0.011
H -1.326 -4.352 -1.184 -0.1 0.1 0.0 0.000
C -2.342 1.181 -3.097 -0.1 0.0 0.0 -0.002
H -2.233 -1.230 3.090 0.1 0.0 0.0 -0.001
P -1.836 0.421 -0.446 -1.1 0.1 -0.2 -0.010
H 1.910 3.616 3.532 0.0 0.0 0.0 0.000
C -3.205 0.256 1.879 0.0 -0.1 0.0 -0.011
N 2.293 1.779 2.609 0.0 0.0 0.1 0.000
H -5.452 -0.225 -0.497 0.0 0.0 0.0 0.000
H 1.010 1.626 -6.505 0.0 0.0 0.0 0.000
N 1.544 0.640 4.612 0.0 0.1 0.0 -0.001
H -0.858 1.907 1.946 0.0 0.0 0.0 0.001
H -5.464 3.373 1.375 0.0 0.0 0.0 0.000
C 1.472 0.821 -4.579 0.0 0.0 0.0 0.000
H -1.627 3.374 0.455 0.0 0.0 0.0 0.000
H 0.307 -4.685 2.040 -0.2 -0.1 0.2 -0.001
H -5.727 -0.635 -2.191 0.0 0.0 0.0 0.000
C -1.901 1.598 -1.843 0.4 0.0 0.1 -0.005
C 5.819 0.779 0.101 -0.1 -0.1 0.0 0.000
C 2.709 1.143 3.870 -0.2 0.0 -0.1 0.000
H -3.905 2.682 -0.405 0.0 0.0 0.0 0.000
H 5.477 1.466 -0.673 0.0 0.0 0.1 0.000
H -5.573 2.082 3.488 0.0 0.0 0.0 0.000
H -1.364 1.073 3.421 0.0 0.0 0.0 0.000
C -2.565 -1.165 -1.033 0.3 -0.1 0.0 0.000
H -4.148 0.095 3.800 0.0 0.0 -0.1 0.000
C -2.027 3.391 -3.971 0.0 0.0 0.0 -0.002
C -3.136 1.005 0.699 0.2 0.0 0.1 -0.005
C -1.673 -2.244 -0.939 0.0 0.4 -0.1 0.004
C -2.412 2.072 -4.157 0.0 0.0 0.0 0.000
O 4.656 -3.840 2.661 -0.8 0.2 -0.1 0.000
H 1.271 1.268 0.874 0.0 -0.1 -0.1 0.003
H -2.766 1.733 -5.122 0.0 0.0 0.0 0.000
H -0.529 4.424 -0.439 0.0 0.0 0.0 0.000
N 2.512 -3.030 2.715 -0.2 -0.2 0.1 0.000
S 5.082 -2.149 -5.098 0.0 0.0 -0.1 0.000
C -4.894 1.779 2.701 0.0 0.0 0.0 0.000
H -0.161 -1.806 -3.208 0.0 0.0 0.0 0.000
N 2.615 -5.023 1.365 0.0 0.0 0.0 0.000
C -4.963 -0.349 -1.467 0.0 -0.1 0.0 0.000
C 2.124 -3.819 1.743 0.3 0.1 0.5 0.003
C -4.264 -2.734 -1.653 0.0 0.0 0.0 -0.002
S 1.971 -2.383 -0.180 -0.4 0.2 -0.1 0.005
C -3.953 2.116 0.519 0.0 0.0 0.0 0.000
N 0.608 -3.806 1.617 0.2 0.2 0.0 0.003
H 3.384 0.320 3.654 0.1 -0.2 0.0 0.000
S 4.540 -0.443 0.483 0.2 0.1 -0.1 0.000
C 4.571 -1.966 -3.563 -0.1 0.0 0.1 0.000
C 1.280 0.912 -2.191 0.0 -0.1 0.0 0.000
H 3.225 1.882 4.482 0.0 0.0 0.0 0.000
H -0.059 -2.735 3.109 0.1 0.1 0.1 0.005
S 5.343 -0.895 -2.424 0.0 -0.1 0.0 0.000
C 1.381 2.884 2.923 0.0 -0.1 0.1 0.000
H -2.876 -1.831 1.573 0.1 -0.1 0.0 -0.001
H 5.980 1.324 1.029 0.0 0.0 0.0 0.000
C -3.367 -3.789 -1.570 -0.1 0.0 0.0 0.000
C -0.892 3.401 -0.353 0.0 -0.1 -0.1 0.000
C -1.474 2.924 -1.660 0.1 0.0 0.1 -0.001
H -0.610 -2.034 -0.770 0.1 -0.1 -0.3 0.003
H 1.191 2.498 5.505 0.0 0.0 0.0 0.000
H -1.243 4.832 -2.594 0.0 0.0 0.0 0.000
C -3.900 -1.414 -1.384 -0.1 0.0 0.0 0.001
H -0.024 -0.701 4.349 0.0 0.0 0.0 0.000
C -2.365 -0.980 2.033 0.0 0.2 0.0 -0.138
H -2.080 4.096 -4.792 0.0 0.0 0.0 0.000
H 2.465 2.313 -5.773 0.0 0.0 0.0 0.000
H 0.416 -3.865 0.612 0.1 -0.1 -0.1 0.000
C 0.852 -0.339 3.806 0.0 0.1 0.0 0.003
C -2.052 -3.545 -1.209 0.1 -0.1 0.0 0.000
S 3.214 -2.789 -2.875 0.0 0.0 0.0 0.000

=====

Entry 2:
92
Properties=species:S:1:pos:R:3:forces:R:3:lowdin_charge:R:1 method="wB97M-V/def2-TZVPD" multiplicity=1 e_tot_ha=-3749.749348 total_charge=-1 lumo_energy_ev="2.43 / 2.41"
C -0.198 3.712 -7.081 -0.1 0.0 -0.2 -0.063
H -0.779 3.443 -7.969 0.0 0.2 0.0 0.081
H -0.947 3.146 -0.577 0.0 -0.1 0.1 0.060
H -0.901 -0.339 2.327 -0.1 0.6 -0.4 0.068
H 0.118 1.788 2.843 0.1 -0.1 0.1 0.062
H -1.082 -5.408 3.454 0.0 0.3 0.0 0.075
C 1.252 0.587 -5.471 -0.9 0.2 0.0 -0.192
H 2.054 3.647 -2.398 -0.2 -0.2 0.0 0.084
H 4.791 1.943 -1.357 0.1 -0.2 -0.2 0.076
C 1.089 1.711 -6.294 0.2 -0.4 0.4 -0.012
C 0.359 -2.359 1.585 1.7 -2.1 -1.0 -0.382
H 0.776 4.083 -7.404 -0.1 0.1 0.0 0.074
Ga -0.263 -0.213 -0.887 1.8 0.4 1.5 0.887
C -0.518 -3.290 0.859 0.2 1.7 1.0 -0.054
C -2.150 0.691 -3.641 -0.5 0.0 0.2 -0.071
H -2.131 -4.707 1.229 0.9 0.0 0.1 0.099
C 3.728 0.281 1.575 0.4 0.2 0.1 -0.056
C 0.083 -1.462 -2.630 -2.0 -2.4 -2.4 -0.266
H -1.098 2.496 1.075 0.0 0.1 -0.2 0.057
H 3.288 -0.689 1.856 -0.1 0.1 0.0 0.069
H -0.243 1.129 7.641 0.1 -0.1 -0.1 0.074
C -3.233 -0.478 0.025 -0.1 0.8 1.0 -0.112
C 1.459 2.715 -2.322 0.0 0.2 -0.4 -0.063
N -1.777 -0.216 4.902 -1.0 0.3 0.0 -0.042
H 3.802 1.040 -2.528 0.1 0.0 0.1 0.052
C 0.785 -0.933 1.317 0.4 -3.7 -3.7 -0.067
N 0.298 -1.056 -3.972 0.7 -0.2 0.1 -0.041
C -4.409 -0.426 0.794 0.3 -0.4 -0.6 -0.048
H 0.367 -0.326 6.829 0.0 0.3 -0.1 0.060
H -2.103 -0.409 6.944 0.0 0.4 0.1 0.111
H -5.366 -0.445 0.281 0.1 -0.3 0.2 0.101
H -0.065 3.899 0.771 -0.3 -0.1 -0.1 0.083
C 2.544 -0.173 -5.491 0.9 0.0 -0.6 -0.056
C -1.183 -1.533 4.687 0.7 -0.3 -0.7 -0.209
H -1.998 2.765 -5.350 0.4 -0.3 0.2 0.121
H 4.651 0.098 1.016 0.0 0.0 0.2 0.061
C -1.205 -4.239 1.620 0.7 -0.2 -0.2 -0.116
H 1.655 -4.053 -3.706 -0.4 -0.2 -0.5 0.089
O -3.637 1.061 4.627 -0.8 0.6 0.0 0.065
H 4.553 0.196 -1.140 0.0 0.2 -0.3 0.067
H 1.518 -1.209 0.351 -0.9 0.8 2.0 0.080
C 1.670 2.039 -1.015 0.6 -1.0 0.6 -0.284
H -0.538 -3.208 -0.228 -0.8 0.3 0.1 0.066
H 0.300 1.234 5.956 -0.1 -0.2 0.1 0.080
C 0.185 0.209 -4.609 0.1 0.8 -0.6 -0.123
C -0.212 0.593 6.685 0.2 0.2 0.0 -0.075
H -3.075 1.126 -4.054 0.3 -0.1 0.0 0.080
H -1.698 -2.031 3.856 0.1 0.1 0.2 0.112
C 4.060 1.124 -1.464 0.4 0.0 -0.3 -0.069
H -0.743 4.495 -6.550 0.1 0.1 -0.1 0.076
H -2.229 -2.550 6.296 0.1 0.0 0.0 0.081
C 2.789 1.089 0.768 -1.0 1.0 -0.6 -0.265
H 0.406 2.982 -2.473 0.1 0.0 -0.1 0.064
H -0.874 -3.450 5.611 0.0 0.2 -0.1 0.059
C 1.559 1.581 1.259 0.1 0.1 -1.4 -0.309
C -1.642 0.323 6.264 -0.4 -0.1 -0.3 -0.217
C -1.210 -2.453 5.906 -0.2 -0.1 0.0 -0.077
H 3.976 0.821 2.501 0.1 -0.3 -0.1 0.077
H 1.267 -2.171 -5.614 -0.5 0.4 -0.5 0.080
H 2.991 -0.223 -4.486 -0.2 -0.1 -0.3 0.094
H -2.226 1.247 6.291 0.1 -0.2 0.1 0.113
H 2.473 -1.188 -5.897 0.2 0.7 0.3 0.052
H 1.770 2.067 -3.157 -0.1 0.3 0.1 0.058
H 1.306 0.466 3.058 -0.1 0.3 0.0 0.049
H 3.260 0.299 -6.170 0.0 0.4 0.3 0.077
H -0.141 -1.414 4.349 -0.2 0.0 0.1 0.112
C 0.881 -2.143 -4.628 1.1 -0.6 0.4 -0.133
H 1.008 -4.328 4.238 0.3 0.3 -1.2 0.101
H -3.267 -0.664 -1.050 0.0 0.3 0.2 0.104
C 0.793 2.079 0.149 1.3 -0.4 0.9 -0.344
H -5.185 -0.283 2.814 0.2 0.2 -0.3 0.123
N 0.214 -2.820 -2.697 2.5 1.6 4.0 -0.007
C -4.305 -0.316 2.167 0.2 0.3 0.4 -0.001
C -3.035 -0.226 2.751 0.1 0.1 -0.5 -0.095
C 1.163 1.493 2.684 0.2 0.3 0.6 -0.099
C 1.079 -3.143 -3.724 -3.1 1.0 -0.4 -0.144
C -0.401 2.934 0.350 -0.2 0.7 0.1 -0.093
N -2.027 -0.275 0.577 -1.2 -1.4 0.4 -0.001
C -0.974 1.033 -4.514 0.3 -0.4 -0.4 -0.183
N 1.089 -2.980 2.576 -0.7 1.6 1.2 0.066
C -2.874 0.240 4.173 1.3 -1.2 0.7 -0.401
H -2.073 1.103 -2.619 0.2 -0.1 -0.3 0.052
H 1.800 2.157 3.301 -0.3 -0.1 -0.1 0.077
C 0.583 -3.993 3.255 -2.0 -1.2 -0.2 -0.221
C -0.043 2.506 -6.208 -0.3 0.0 0.0 -0.291
C -1.914 -0.274 1.925 -0.7 0.3 -0.6 -0.066
H -0.551 -2.098 6.701 -0.2 -0.1 0.0 0.059
C -0.639 -4.612 2.853 0.3 0.4 0.5 -0.143
C -1.078 2.164 -5.344 0.5 -0.6 0.4 -0.015
H -2.299 -0.391 -3.551 0.1 0.1 0.0 0.073
H 1.872 1.959 -7.023 -0.2 0.0 0.4 0.118
C 2.875 1.400 -0.624 -1.3 0.0 0.6 -0.251